No. 1
# C15H28GaN5O3

A molecular structure, C15H28GaN5O3 (ωB97M-V with the def2-TZVPD basis set, OMol25).

The geometry in XYZ format:
```
52
Properties=species:S:1:pos:R:3
Ga 0.13 0.02 -0.04
N -0.26 -0.34 2.09
C -0.23 -1.80 2.29
C -1.18 -2.45 1.28
N -1.00 -1.83 -0.05
C -0.49 -2.70 -1.12
C -0.48 -1.86 -2.39
N 0.36 -0.66 -2.14
H 0.39 0.13 2.72
H -1.19 0.00 2.34
H -0.53 -2.07 3.30
H 0.79 -2.15 2.10
H -2.21 -2.32 1.61
H -0.97 -3.52 1.23
H -1.92 -1.50 -0.36
H -1.12 -3.58 -1.26
H 0.52 -3.02 -0.85
H -1.50 -1.54 -2.61
H -0.10 -2.43 -3.24
H 0.09 0.08 -2.81
H 1.33 -0.87 -2.37
O -1.71 0.98 -0.27
C -1.08 2.05 -0.37
O 0.17 2.03 -0.31
H -1.60 3.00 -0.52
C 6.49 -0.27 -4.72
C 6.12 1.12 -4.22
N 5.76 1.12 -2.80
C 6.72 1.70 -1.89
C 7.96 0.82 -1.74
C 4.58 0.62 -2.47
O 3.74 0.21 -3.26
C 4.18 0.44 -1.02
C 4.96 -0.11 0.00
C 4.33 -0.51 1.17
C 2.95 -0.45 1.26
N 2.20 0.05 0.27
C 2.81 0.54 -0.80
H 6.79 -0.20 -5.76
H 5.64 -0.94 -4.65
H 7.32 -0.68 -4.15
H 5.26 1.51 -4.78
H 6.96 1.80 -4.36
H 6.25 1.87 -0.92
H 7.02 2.68 -2.28
H 7.69 -0.21 -1.49
H 8.62 1.21 -0.97
H 8.52 0.79 -2.68
H 6.02 -0.25 -0.11
H 4.90 -0.90 2.00
H 2.45 -0.83 2.13
H 2.19 1.02 -1.55
```

Computed properties:
Charge: +2
HOMO level, eV: -14.501

Calculated atomic charges, method natural (NBO), unit e: 1.804, -0.881, -0.236, -0.243, -0.698, -0.233, -0.241, -0.882, 0.424, 0.424, 0.245, 0.206, 0.235, 0.242, 0.425, 0.240, 0.212, 0.224, 0.248, 0.431, 0.434, -0.728, 0.665, -0.727, 0.192, -0.618, -0.221, -0.388, -0.212, -0.625, 0.653, -0.655, -0.115, -0.099, -0.205, 0.046, -0.605, 0.104, 0.236, 0.221, 0.209, 0.229, 0.215, 0.200, 0.225, 0.198, 0.237, 0.230, 0.254, 0.259, 0.205, 0.239


No. 2
# C15H28N2O4S

A single C15H28N2O4S molecule (ωB97M-V with the def2-TZVPD basis set, OMol25).

The geometry in XYZ format:
```
50
Properties=species:S:1:pos:R:3
C -4.58 -1.74 1.81
C -3.98 -1.17 0.53
C -3.07 -2.19 -0.15
C -2.39 -1.64 -1.39
S -0.90 -0.71 -0.96
O -0.21 -0.41 -2.19
O -0.17 -1.43 0.05
N -1.45 0.70 -0.28
C -1.93 1.73 -1.18
C -0.90 2.84 -1.39
C -0.47 3.41 -0.04
C 0.04 2.32 0.92
C 1.49 1.93 0.60
O 2.39 2.31 1.33
N 1.71 1.22 -0.52
C 3.02 0.74 -0.87
C 3.13 -0.78 -0.67
C 2.99 -1.18 0.82
C 4.18 -2.10 1.06
C 5.18 -1.57 0.03
O 4.40 -1.25 -1.10
C -0.95 1.15 1.00
H -5.24 -1.01 2.28
H -5.17 -2.63 1.60
H -3.80 -2.00 2.52
H -4.78 -0.90 -0.16
H -3.41 -0.28 0.76
H -3.65 -3.08 -0.41
H -2.28 -2.51 0.54
H -2.02 -2.43 -2.04
H -3.03 -0.98 -1.96
H -2.86 2.14 -0.76
H -2.16 1.24 -2.13
H -1.35 3.63 -1.99
H -0.04 2.44 -1.93
H -1.34 3.89 0.43
H 0.30 4.16 -0.18
H 0.10 2.76 1.92
H 0.95 0.79 -1.03
H 3.75 1.26 -0.24
H 3.22 0.97 -1.92
H 2.37 -1.27 -1.29
H 2.03 -1.66 1.00
H 3.06 -0.29 1.44
H 4.56 -2.05 2.08
H 3.92 -3.13 0.83
H 5.93 -2.30 -0.28
H 5.69 -0.68 0.41
H -1.81 1.47 1.60
H -0.49 0.29 1.47
```

Computed properties:
SMILES: CCCCS(=O)(=O)N1CCC[C@H](C(=O)NC[C@@H]2CCCO2)C1
Charge: 0
HOMO level, eV: -8.966

Calculated atomic charges, method natural (NBO), unit e: -0.601, -0.395, -0.421, -0.631, 2.316, -0.958, -0.953, -0.716, -0.221, -0.422, -0.394, -0.314, 0.682, -0.640, -0.640, -0.244, 0.090, -0.450, -0.425, -0.066, -0.528, -0.227, 0.211, 0.202, 0.205, 0.194, 0.205, 0.215, 0.231, 0.252, 0.233, 0.194, 0.221, 0.218, 0.220, 0.202, 0.227, 0.242, 0.408, 0.230, 0.201, 0.185, 0.236, 0.217, 0.213, 0.201, 0.189, 0.157, 0.196, 0.251


No. 3
# C15H28N5NiO4S

A molecular structure, C15H28N5NiO4S (ωB97M-V with the def2-TZVPD basis set, OMol25).

The geometry in XYZ format:
```
54
Properties=species:S:1:pos:R:3
Ni 0.50 0.40 -0.17
C 1.40 -0.30 4.60
N 0.91 -1.36 3.74
C 0.58 -2.61 4.38
C 0.76 -1.13 2.44
O 1.09 -0.06 1.92
C 0.16 -2.25 1.59
O 0.12 -1.78 0.27
C -0.67 -2.53 -0.62
C -0.81 -1.68 -1.90
O -0.33 -0.55 -1.96
N -1.46 -2.22 -2.93
C -2.06 -3.54 -2.98
C -1.59 -1.47 -4.16
H 0.66 -0.08 5.37
H 1.55 0.60 4.00
H 2.33 -0.58 5.07
H 0.45 -2.43 5.45
H 1.39 -3.34 4.26
H -0.34 -3.04 3.99
H -0.86 -2.47 1.95
H 0.77 -3.16 1.66
H -1.66 -2.71 -0.19
H -0.17 -3.48 -0.85
H -2.01 -4.05 -2.03
H -1.55 -4.15 -3.73
H -3.11 -3.45 -3.27
H -1.13 -0.49 -4.03
H -2.65 -1.34 -4.41
H -1.10 -2.00 -4.98
C 4.56 0.99 1.63
C 4.71 0.30 0.28
C 3.42 0.08 -0.30
N 2.37 -0.09 -0.74
H 5.54 1.10 2.10
H 3.91 0.43 2.30
H 4.12 1.98 1.50
H 5.21 -0.68 0.38
H 5.30 0.91 -0.41
S -2.74 3.29 0.13
C -1.88 1.96 0.26
N -1.30 0.94 0.37
C -0.10 5.56 -1.53
N 0.37 4.20 -1.55
C 0.54 3.59 -2.86
C 0.63 3.52 -0.45
O 1.09 2.37 -0.42
H 0.65 6.22 -1.98
H -0.29 5.88 -0.51
H -1.02 5.65 -2.11
H 1.28 4.14 -3.44
H -0.41 3.62 -3.40
H 0.86 2.56 -2.72
H 0.43 4.07 0.48
```

Computed properties:
Spin multiplicity: 3
⟨S²⟩: 2.00
Charge: +1
HOMO level (spin up / spin down), eV: -10.100 / -10.065

Calculated atomic charges, method natural (NBO), unit e: 1.549, -0.422, -0.394, -0.417, 0.684, -0.692, -0.153, -0.551, -0.153, 0.686, -0.687, -0.389, -0.409, -0.422, 0.214, 0.248, 0.206, 0.232, 0.208, 0.211, 0.212, 0.207, 0.212, 0.207, 0.210, 0.213, 0.219, 0.248, 0.212, 0.207, -0.585, -0.533, 0.473, -0.484, 0.232, 0.220, 0.227, 0.263, 0.268, -0.194, 0.153, -0.796, -0.406, -0.375, -0.425, 0.579, -0.773, 0.204, 0.225, 0.219, 0.208, 0.215, 0.235, 0.157


No. 4
# C15H28N5O3P2PtS2

A molecular structure, C15H28N5O3P2PtS2 (ωB97M-V with the def2-TZVPD basis set, OMol25).

The geometry in XYZ format:
```
56
Properties=species:S:1:pos:R:3
Pt 1.72 0.66 -0.21
S 4.01 0.92 -0.01
C 3.47 2.57 0.05
N 2.16 2.60 -0.07
C 1.62 3.86 -0.01
C 0.27 4.21 -0.09
C -0.06 5.55 0.00
C 0.93 6.53 0.17
C 2.27 6.19 0.25
C 2.60 4.84 0.16
S 4.20 4.11 0.23
H -0.47 3.44 -0.23
H -1.09 5.85 -0.06
H 0.64 7.57 0.25
H 3.03 6.94 0.38
C -0.85 0.17 -3.33
N -1.01 -0.85 -2.29
C -0.69 -2.21 -2.70
P -1.24 -0.34 -0.77
O -0.39 0.83 -0.34
O -0.89 -1.62 0.15
P 0.60 -2.07 0.61
O 1.58 -1.42 -0.33
N 0.73 -3.68 0.51
C 1.42 -4.35 -0.60
C -0.05 -4.56 1.38
N 0.63 -1.68 2.19
C -0.13 -0.58 2.77
C 1.89 -1.97 2.89
N -2.80 0.02 -0.53
C -3.21 0.75 0.67
C -3.86 -0.80 -1.12
H -1.46 -0.09 -4.19
H 0.20 0.24 -3.64
H -1.16 1.14 -2.96
H -1.26 -2.46 -3.59
H -0.97 -2.92 -1.92
H 0.37 -2.32 -2.91
H 1.97 -3.63 -1.19
H 0.69 -4.87 -1.24
H 2.12 -5.08 -0.20
H -0.60 -3.94 2.09
H 0.59 -5.25 1.91
H -0.77 -5.12 0.77
H -1.12 -0.52 2.34
H 0.39 0.38 2.62
H -0.23 -0.76 3.84
H 2.43 -2.77 2.40
H 1.66 -2.27 3.91
H 2.52 -1.08 2.91
H -2.39 1.39 1.01
H -3.51 0.07 1.47
H -4.06 1.39 0.42
H -3.53 -1.23 -2.06
H -4.73 -0.17 -1.31
H -4.16 -1.61 -0.45
```

Computed properties:
Charge: +1
HOMO level, eV: -10.582

Calculated atomic charges, method natural (NBO), unit e: 0.747, -0.003, -0.098, -0.509, 0.191, -0.245, -0.190, -0.206, -0.186, -0.244, 0.485, 0.235, 0.225, 0.230, 0.233, -0.406, -0.828, -0.402, 2.540, -1.118, -1.100, 2.524, -1.091, -0.817, -0.405, -0.403, -0.816, -0.404, -0.414, -0.807, -0.413, -0.406, 0.208, 0.211, 0.225, 0.211, 0.213, 0.207, 0.237, 0.194, 0.211, 0.223, 0.212, 0.202, 0.211, 0.206, 0.215, 0.221, 0.213, 0.211, 0.230, 0.193, 0.216, 0.220, 0.216, 0.196


No. 5
# C15H29AlO

A molecular structure, C15H29AlO (ωB97M-V with the def2-TZVPD basis set, OMol25).

The geometry in XYZ format:
```
46
Properties=species:S:1:pos:R:3
C -2.02 0.35 -0.74
H -2.55 -0.52 -0.33
H -2.20 1.20 -0.12
H 0.29 -0.46 -1.53
C -2.31 0.48 -2.23
H -1.48 1.05 -2.67
H -2.35 -0.49 -2.73
C -3.67 1.16 -2.35
H -3.84 1.38 -3.38
H -4.52 0.57 -2.00
H -3.64 2.11 -1.82
C 1.89 -0.01 0.42
C 1.58 0.91 -0.64
C 0.71 1.93 -0.06
C 0.27 1.49 1.26
C 1.03 0.28 1.55
C 1.28 -0.24 2.93
C -0.52 2.26 2.23
C 0.20 3.13 -0.76
C 2.22 0.94 -1.97
C 3.00 -0.98 0.43
Al -0.36 -0.36 -0.17
H -0.80 1.65 3.09
H 0.07 3.06 2.66
H -1.36 2.75 1.73
H 0.41 -0.08 3.56
H 1.46 -1.32 2.94
H 2.11 0.24 3.48
H 3.34 -1.24 -0.57
H 3.82 -0.46 0.93
H 2.83 -1.93 0.95
H 1.55 1.39 -2.70
H 3.11 1.55 -1.91
H 2.49 -0.07 -2.30
H -0.83 3.39 -0.45
H 0.86 3.96 -0.45
H 0.30 3.03 -1.86
C -0.52 -4.39 0.48
C 0.29 -3.10 0.58
O -0.50 -1.95 0.96
H -0.89 -4.72 1.46
H 0.06 -5.25 0.11
H -1.35 -4.28 -0.23
H 1.08 -3.19 1.33
H 0.76 -2.88 -0.39
H -1.30 -2.35 1.28
```

Computed properties:
Charge: +2
HOMO level (spin up / spin down), eV: -15.884 / -16.072

Calculated atomic charges, method natural (NBO), unit e: -0.861, 0.238, 0.242, -0.167, -0.402, 0.205, 0.229, -0.602, 0.243, 0.229, 0.207, 0.016, 0.112, -0.089, 0.149, -0.129, -0.667, -0.697, -0.667, -0.681, -0.683, 1.643, 0.257, 0.302, 0.267, 0.244, 0.246, 0.280, 0.256, 0.286, 0.257, 0.256, 0.279, 0.250, 0.247, 0.275, 0.253, -0.672, -0.077, -0.777, 0.242, 0.280, 0.233, 0.203, 0.200, 0.544


No. 6
# C15H29BCl24N5O3

9 unconnected molecules or ions with the total composition C15H29BCl24N5O3 (ωB97M-V with the def2-TZVPD basis set, OMol25).

The geometry in XYZ format:
```
77
Properties=species:S:1:pos:R:3
N 5.91 0.24 -2.46
C 5.41 0.93 -1.26
C 4.20 1.81 -1.63
C 2.90 1.36 -0.94
C 1.66 1.83 -1.73
C 0.53 0.80 -1.71
N -0.85 1.33 -1.84
C -0.95 2.35 -2.93
O -0.32 1.88 -4.06
O -1.15 0.80 -4.54
C -1.41 1.76 -0.66
N -0.65 2.23 0.39
N -2.73 1.73 -0.59
B -3.64 1.25 -1.70
N -3.58 -0.07 -2.29
O -4.51 2.19 -2.12
H 5.19 -0.39 -2.80
H 6.70 -0.34 -2.23
H 5.10 0.20 -0.50
H 6.18 1.55 -0.83
H 4.07 1.79 -2.71
H 4.42 2.83 -1.32
H 2.90 0.29 -0.74
H 2.87 1.89 0.01
H 1.32 2.76 -1.28
H 1.93 2.09 -2.75
H 0.60 0.19 -0.81
H 0.65 0.12 -2.55
H -0.51 3.31 -2.67
H -2.01 2.52 -3.15
H -0.69 0.58 -5.36
H -0.04 1.51 0.76
H -1.23 2.54 1.16
H -3.16 2.07 0.26
H -3.20 -0.71 -1.60
H -2.94 -0.08 -3.07
H -5.23 1.79 -2.62
C -6.27 -2.51 -1.17
Cl -7.76 -1.94 -1.92
Cl -6.50 -2.79 0.56
Cl -5.65 -3.95 -1.97
H -5.52 -1.73 -1.28
C -4.07 -8.14 -1.57
Cl -5.04 -9.50 -2.11
Cl -4.31 -6.73 -2.61
Cl -4.46 -7.73 0.11
H -3.03 -8.42 -1.62
C 2.85 -0.05 -5.68
Cl 2.55 -0.67 -4.05
Cl 1.62 -0.67 -6.79
Cl 2.87 1.71 -5.69
H 3.82 -0.40 -6.01
C 4.22 3.12 2.73
Cl 2.87 3.99 2.00
Cl 3.86 1.39 2.86
Cl 5.70 3.38 1.81
H 4.37 3.50 3.73
C -3.00 -7.34 4.51
Cl -3.74 -8.72 5.33
Cl -1.25 -7.35 4.71
Cl -3.43 -7.33 2.79
H -3.39 -6.44 4.96
C 5.85 3.18 6.69
Cl 4.22 3.67 6.19
Cl 5.78 1.76 7.72
Cl 6.87 2.90 5.28
H 6.28 4.00 7.26
C -8.45 -5.68 2.21
Cl -6.94 -6.60 2.31
Cl -9.75 -6.68 1.58
Cl -8.88 -5.01 3.78
H -8.30 -4.86 1.52
C 4.54 8.02 5.32
Cl 3.06 8.74 4.70
Cl 4.39 7.66 7.04
Cl 4.95 6.55 4.42
H 5.34 8.72 5.19
```

Computed properties:
Charge: +1
HOMO level, eV: -11.237

Calculated atomic charges, method Mulliken, unit e: -0.647, -0.528, -0.490, -0.326, -0.006, -2.059, 0.560, -0.701, -0.121, -0.298, 0.268, -0.384, -0.107, 0.257, -0.497, -0.487, 0.155, 0.246, 0.313, 0.338, 0.420, 0.330, 0.559, -0.512, 0.569, 0.393, 0.851, 0.182, 0.256, 0.543, 0.264, 0.248, 0.305, 0.242, 0.251, 0.230, 0.343, 0.882, -0.129, -0.115, -0.061, -0.569, -0.010, -0.117, -0.124, -0.037, 0.316, -0.090, -0.079, -0.126, -0.098, 0.417, 1.156, -0.160, -0.143, -0.129, -0.763, 0.009, -0.115, -0.125, -0.084, 0.285, 0.073, -0.130, -0.112, -0.096, 0.289, 0.285, -0.044, -0.123, -0.132, 0.022, -0.019, -0.121, -0.116, -0.039, 0.314


No. 7
# C15H29BNO5

A gas-phase ion, C15H29BNO5 (charge -1) (ωB97M-V with the def2-TZVPD basis set, OMol25).

The geometry in XYZ format:
```
51
Properties=species:S:1:pos:R:3
C 2.29 -1.83 4.47
C 2.57 -2.05 2.97
C 2.76 -0.73 2.17
C 1.64 -0.52 1.13
C 1.48 0.94 0.68
C 0.29 1.65 1.35
C -0.43 2.70 0.47
C -1.79 2.29 -0.07
C -1.86 1.10 -1.08
C -1.89 -0.23 -0.31
C -2.82 -1.31 -0.87
C -2.88 -2.48 0.07
O -2.62 -3.61 -0.22
O -3.30 -2.17 1.34
N -0.65 1.20 -1.93
B -0.27 0.06 -2.76
O -1.16 -0.74 -3.44
C 1.28 -0.27 -2.93
C 1.99 0.90 -3.64
C -3.19 1.37 -1.85
O -4.20 1.35 -1.11
O -3.11 1.63 -3.05
H 2.97 -2.42 5.08
H 1.27 -2.13 4.72
H 2.41 -0.79 4.76
H 3.47 -2.65 2.84
H 1.74 -2.60 2.55
H 3.69 -0.82 1.62
H 2.80 0.12 2.85
H 0.71 -0.88 1.58
H 1.86 -1.19 0.30
H 2.39 1.46 1.01
H 1.44 1.04 -0.40
H -0.44 0.94 1.73
H 0.68 2.18 2.23
H -0.62 3.56 1.13
H 0.23 3.07 -0.31
H -2.17 3.15 -0.63
H -2.51 2.13 0.74
H -0.89 -0.64 -0.18
H -2.26 -0.01 0.70
H -2.45 -1.74 -1.79
H -3.83 -0.93 -0.99
H -2.65 -2.47 1.98
H -0.72 2.06 -2.46
H -0.82 -1.64 -3.45
H 1.76 -0.50 -1.97
H 1.39 -1.16 -3.56
H 1.32 1.31 -4.40
H 2.90 0.57 -4.14
H 2.21 1.71 -2.95
```

Computed properties:
SMILES: CCCCCCCC[C@](CCC(=O)O)(NB(O)CC)C(=O)[O-]
Charge: -1
HOMO level, eV: -4.251

Calculated atomic charges, method natural (NBO), unit e: -0.609, -0.402, -0.388, -0.390, -0.419, -0.403, -0.383, -0.378, 0.010, -0.407, -0.534, 0.813, -0.595, -0.732, -0.977, 1.151, -0.878, -0.775, -0.591, 0.757, -0.802, -0.754, 0.201, 0.204, 0.200, 0.194, 0.200, 0.194, 0.189, 0.188, 0.199, 0.186, 0.237, 0.195, 0.187, 0.187, 0.198, 0.208, 0.213, 0.192, 0.224, 0.229, 0.284, 0.485, 0.411, 0.478, 0.215, 0.188, 0.201, 0.195, 0.206


No. 8
# C15H29Cl2N2OPV

A molecular structure, C15H29Cl2N2OPV (ωB97M-V with the def2-TZVPD basis set, OMol25).

The geometry in XYZ format:
```
51
Properties=species:S:1:pos:R:3
V -0.03 0.09 0.61
Cl 1.87 -0.74 1.36
Cl -2.15 -0.44 0.57
H -0.05 1.93 0.54
H 0.68 1.77 0.82
P 0.28 0.14 -1.71
C 1.97 -0.50 -2.34
C -0.91 -0.75 -2.85
C 0.27 1.91 -2.33
C 2.44 -1.72 -1.56
H 2.61 0.37 -2.12
C 2.07 -0.84 -3.82
H 1.60 -1.80 -4.04
H 3.14 -0.97 -4.07
H 1.67 -0.09 -4.50
H 2.40 -1.51 -0.48
H 3.49 -1.93 -1.80
H 1.81 -2.60 -1.76
H 1.20 2.33 -1.90
C -0.94 2.68 -1.78
C 0.36 2.06 -3.87
H 1.40 2.02 -4.21
H -0.04 3.05 -4.17
H -0.21 1.30 -4.41
H -0.91 2.79 -0.69
H -1.89 2.19 -2.04
H -0.94 3.71 -2.18
C -0.98 -2.24 -2.54
H -0.45 -0.64 -3.84
C -2.32 -0.14 -2.91
H -0.03 -2.76 -2.68
H -1.69 -2.71 -3.24
H -1.34 -2.42 -1.51
H -2.77 -0.08 -1.91
H -2.95 -0.80 -3.53
H -2.35 0.84 -3.39
N -0.30 0.28 7.90
C -0.53 -0.77 7.06
O -0.74 -1.91 7.47
C -0.50 -0.43 5.58
C -0.35 0.85 5.02
C -0.26 0.98 3.64
N -0.37 -0.06 2.83
C -0.53 -1.29 3.31
C -0.59 -1.51 4.69
H -0.33 0.11 8.89
H -0.10 1.20 7.54
H -0.31 1.78 5.57
H -0.09 1.93 3.14
H -0.62 -2.13 2.62
H -0.69 -2.53 5.05
```

Computed properties:
Spin multiplicity: 3
⟨S²⟩: 2.06
Charge: -1
HOMO level (spin up / spin down), eV: -2.073 / -1.125

Calculated atomic charges, method natural (NBO), unit e: -0.015, -0.576, -0.583, 0.018, 0.052, 1.025, -0.498, -0.523, -0.534, -0.644, 0.210, -0.615, 0.198, 0.196, 0.200, 0.268, 0.183, 0.189, 0.215, -0.605, -0.618, 0.202, 0.193, 0.200, 0.221, 0.216, 0.186, -0.611, 0.194, -0.625, 0.200, 0.189, 0.235, 0.250, 0.188, 0.194, -0.822, 0.662, -0.617, -0.140, -0.237, 0.057, -0.402, 0.070, -0.194, 0.401, 0.394, 0.196, 0.207, 0.214, 0.236


Q: Which energy values were calculated for the entries above? A: -3012.25905 -1397.03519 -3069.46480 -2686.30914 -905.92680 -12157.65420 -1044.90259 -2979.50155, in Eh.
Q: Which max |F| values were calculated for the entries above? A: 1.7 1.1 1.2 0.5 3.8 1.4 1.0 2.8, in eV/A.